Entry 1:
Computed, not measured: a structure of composition C14H21ClFI2N3O5SV, with the ωB97M-V functional and the def2-TZVPD basis.

Output
Multiplicity   2
HOMO energy (alpha / beta)   -14.445 / -14.447 eV
F_max   4.1 eV/Å
⟨S²⟩   0.755
Total charge   +2
E_tot   -97504.8902 eV

Structure (XYZ):
```
49
Properties=species:S:1:pos:R:3:nbo_charge:R:1
C -1.231 -3.303 -1.032 -0.691
C -0.719 -1.908 -1.173 -0.094
I -2.234 -0.559 -1.770 0.189
C 0.541 -1.531 -0.967 -0.281
I 1.810 -3.117 -0.356 0.285
C 1.183 -0.170 -1.118 0.240
C 2.145 -0.380 -2.360 -0.498
C 1.351 -0.258 -3.651 0.053
F 1.968 -1.068 -4.560 -0.341
O 0.373 0.973 -1.495 -0.729
S 1.214 2.309 -1.479 2.610
O 0.502 3.324 -0.779 -0.988
O 1.711 2.676 -2.721 -0.817
O 2.356 1.773 -0.527 -0.732
C 2.000 0.461 0.050 0.309
C 1.147 0.969 1.213 -0.377
C -0.134 0.201 1.525 -0.459
C -1.111 1.129 2.323 -0.256
C -2.239 1.630 1.403 -0.253
N -3.604 1.238 1.845 -0.616
C -3.848 -0.110 1.555 0.538
N -3.498 -1.100 2.319 -0.702
N -4.521 -0.456 0.455 -0.776
C 3.391 -0.100 0.368 -0.577
C 3.675 -0.642 1.763 0.541
O 4.755 -0.512 2.234 -0.428
Cl 2.444 -1.497 2.738 -0.054
H -2.270 -3.349 -1.288 0.244
H -0.703 -3.905 -1.756 0.257
H -1.077 -3.678 -0.036 0.253
H 2.543 -1.381 -2.388 0.263
H 2.976 0.307 -2.341 0.233
H 0.354 -0.655 -3.533 0.167
H 1.362 0.736 -4.058 0.196
H 1.700 1.039 2.139 0.255
H 0.837 1.990 0.949 0.061
H -0.683 -0.077 0.648 0.263
H 0.022 -0.669 2.136 0.281
H -1.488 0.654 3.205 0.299
H -0.573 2.037 2.680 -0.025
H -2.095 1.296 0.383 0.229
H -2.235 2.709 1.362 0.171
H -4.243 1.773 1.266 0.383
H -3.027 -0.776 3.160 0.325
H -4.531 0.243 -0.286 0.370
H -4.270 -1.391 0.117 0.424
H 3.677 -0.867 -0.327 0.299
H 4.112 0.682 0.237 0.294
V 0.188 3.311 1.930 1.659
```

***

Entry 2:
Computed, not measured: a structure of composition C14H21CrF6N3O6S2Si, with the ωB97M-V functional and the def2-TZVPD basis.

Output
Multiplicity   5
HOMO energy (alpha / beta)   -7.582 / -7.256 eV
F_max   0.5 eV/Å
Energy above the lowest of the compared OMol25 structures with the same formula, charge and spin   155.54 kJ/mol
⟨S²⟩   6.058
E_tot   -105890.4946 eV

Structure (XYZ):
```
54
Properties=species:S:1:pos:R:3:nbo_charge:R:1
Cr -0.710 0.086 0.380 1.072
F -0.294 1.829 4.617 -0.295
C -0.913 2.181 3.497 0.734
F -1.442 3.389 3.646 -0.299
F -0.024 2.225 2.506 -0.306
S -2.250 0.926 3.148 2.243
O -1.595 -0.077 2.291 -0.986
O -2.693 0.504 4.428 -0.868
N -3.363 1.721 2.353 -1.178
S -3.294 1.621 0.781 2.197
O -2.038 2.124 0.219 -0.969
O -3.707 0.350 0.236 -0.934
C -4.618 2.808 0.302 0.754
F -4.241 4.061 0.518 -0.295
F -4.843 2.647 -1.003 -0.310
F -5.734 2.565 0.968 -0.292
C 2.092 0.841 -2.858 -0.710
C 0.965 0.150 -2.152 0.728
N 0.661 -1.091 -2.529 -0.785
O 0.350 0.724 -1.239 -0.722
H 3.033 0.428 -2.485 0.267
H 2.061 1.901 -2.629 0.248
H 2.041 0.683 -3.935 0.225
H 1.259 -1.589 -3.165 0.404
H -0.109 -1.568 -2.077 0.439
C 0.980 -3.128 1.186 -1.098
Si 1.198 -1.254 1.259 0.909
C 1.591 -0.869 3.068 -1.086
C 2.839 -0.891 0.370 -0.440
C 3.555 -1.843 -0.360 -0.224
C 4.746 -1.526 -1.004 -0.226
C 5.261 -0.239 -0.922 -0.238
C 4.575 0.724 -0.193 -0.228
C 3.378 0.399 0.430 -0.157
H 1.835 -3.638 1.639 0.227
H 0.859 -3.508 0.169 0.218
H 0.085 -3.416 1.740 0.234
H 2.360 -1.555 3.431 0.228
H 0.714 -0.975 3.708 0.230
H 1.970 0.148 3.187 0.225
H 3.180 -2.858 -0.428 0.208
H 5.281 -2.287 -1.560 0.209
H 6.193 0.008 -1.413 0.211
H 4.972 1.729 -0.116 0.210
H 2.848 1.173 0.977 0.195
C -2.904 0.349 -2.749 -0.714
C -2.851 -0.962 -2.015 0.730
N -3.938 -1.757 -2.095 -0.789
O -1.846 -1.325 -1.411 -0.718
H -2.484 0.198 -3.746 0.241
H -2.292 1.079 -2.223 0.246
H -3.919 0.727 -2.856 0.227
H -4.817 -1.377 -2.397 0.401
H -3.958 -2.566 -1.495 0.410
```

***

Entry 3:
Computed, not measured: a structure of composition C14H21F12MgN7P2, with the ωB97M-V functional and the def2-TZVPD basis.

Output
Multiplicity   1
HOMO energy   -11.046 eV
F_max   5.3 eV/Å
Energy above the lowest of the compared OMol25 structures with the same formula, charge and spin   1141.55 kJ/mol
E_tot   -81924.3335 eV

Structure (XYZ):
```
57
Properties=species:S:1:pos:R:3:nbo_charge:R:1
Mg -0.834 3.626 1.830 1.913
P 0.264 -1.218 1.419 2.601
F 0.838 -0.768 2.815 -0.601
F 1.693 -1.011 0.700 -0.585
F 0.676 -2.746 1.905 -0.598
F -0.421 -1.795 0.054 -0.580
F -1.223 -1.459 2.093 -0.603
F -0.034 0.309 1.133 -0.622
P -2.107 4.568 -3.028 2.587
F -1.143 5.896 -2.718 -0.593
F -1.879 4.075 -1.443 -0.644
F -3.467 5.422 -2.703 -0.575
F -2.950 3.193 -3.264 -0.584
F -2.279 4.891 -4.608 -0.570
F -0.719 3.711 -3.208 -0.596
C -5.570 -1.360 -3.133 -0.717
C -5.788 -1.609 -4.575 0.286
N -5.943 -1.859 -5.704 -0.333
H -6.042 -0.457 -2.745 0.253
H -4.488 -1.231 -3.100 0.262
H -5.915 -2.204 -2.535 0.249
C 1.294 -6.450 -2.452 -0.714
C 2.764 -6.260 -2.293 0.284
N 3.925 -6.104 -2.168 -0.342
H 0.755 -5.533 -2.214 0.264
H 1.064 -7.209 -1.705 0.252
H 1.251 -6.875 -3.455 0.255
C 1.583 1.494 7.493 -0.729
C 1.014 2.205 6.336 0.383
N 0.624 2.806 5.391 -0.450
H 2.170 2.179 8.104 0.267
H 2.185 0.656 7.142 0.276
H 0.777 1.076 8.097 0.267
C 5.116 -3.670 3.445 -0.731
C 6.467 -4.023 3.145 0.287
N 7.593 -4.215 2.832 -0.337
H 5.067 -2.589 3.571 0.255
H 4.679 -4.115 4.339 0.252
H 4.551 -4.040 2.590 0.272
C 1.488 -1.212 -4.624 -0.712
C 2.084 -1.092 -5.969 0.289
N 2.551 -0.958 -6.987 -0.345
H 2.228 -1.199 -3.824 0.259
H 0.993 -2.183 -4.662 0.249
H 0.771 -0.391 -4.613 0.261
C -6.528 1.502 4.106 -0.721
C -5.297 2.034 3.466 0.378
N -4.329 2.483 2.999 -0.448
H -6.804 0.568 3.616 0.274
H -7.346 2.189 3.887 0.265
H -6.332 1.507 5.178 0.266
C 3.745 4.986 -2.112 -0.734
C 2.989 4.747 -0.926 0.401
N 2.382 4.530 0.059 -0.471
H 3.446 5.975 -2.460 0.275
H 3.679 4.193 -2.858 0.286
H 4.735 5.014 -1.656 0.266
```

***

Entry 4:
Computed, not measured: a structure of composition C14H21F6FeN3O15PS4, with the ωB97M-V functional and the def2-TZVPD basis.

Output
Multiplicity   6
HOMO energy (alpha / beta)   -9.086 / -8.882 eV
F_max   0.9 eV/Å
Energy above the lowest of the compared OMol25 structures with the same formula, charge and spin   106.28 kJ/mol
⟨S²⟩   8.760
E_tot   -153366.0867 eV

Structure (XYZ):
```
65
Properties=species:S:1:pos:R:3:nbo_charge:R:1
Fe -0.428 0.615 0.027 1.566
C -1.224 2.587 3.210 -0.613
C -1.136 1.102 2.901 0.128
C -1.018 0.256 4.150 -0.624
O 0.059 0.946 2.087 -0.768
C -2.333 0.703 2.017 0.767
O -3.237 0.003 2.473 -0.708
O -2.274 1.168 0.822 -0.870
H -0.376 2.887 3.825 0.218
H -2.148 2.802 3.749 0.217
H -1.215 3.163 2.286 0.236
H -0.155 0.575 4.734 0.216
H -0.911 -0.802 3.899 0.205
H -1.919 0.354 4.752 0.240
H 0.449 0.066 2.216 0.511
F 4.695 0.894 -2.838 -0.309
C 3.372 0.841 -3.008 1.178
F 2.989 1.846 -3.766 -0.286
F 3.079 -0.296 -3.626 -0.303
S -0.430 1.827 -2.988 2.021
O -1.252 1.330 -1.851 -1.030
O -1.121 1.884 -4.251 -0.856
N 0.220 3.242 -2.669 -1.158
S 0.847 3.561 -1.243 2.244
O 0.355 2.709 -0.178 -0.989
O 2.242 3.838 -1.286 -0.895
C 0.014 5.176 -0.925 0.730
F 0.342 6.062 -1.858 -0.301
F 0.404 5.634 0.265 -0.307
F -1.309 5.027 -0.911 -0.311
O 2.682 0.927 -1.819 -0.728
S 3.254 0.481 -0.377 2.418
O 4.445 1.204 -0.114 -0.881
O 2.110 0.611 0.461 -0.938
C 3.661 -1.240 -0.510 -0.276
C 5.017 -1.513 -0.589 -0.179
C 5.467 -2.827 -0.551 -0.201
C 4.557 -3.857 -0.414 -0.174
C 3.195 -3.584 -0.341 -0.176
C 2.729 -2.282 -0.385 -0.327
S 0.949 -2.070 -0.397 2.443
O 0.732 -0.984 -1.336 -1.006
O 0.417 -3.363 -0.774 -0.999
O 0.536 -1.685 0.974 -1.063
H 5.715 -0.691 -0.659 0.254
H 6.526 -3.033 -0.618 0.227
H 4.898 -4.883 -0.377 0.224
H 2.475 -4.387 -0.283 0.249
N -4.042 0.566 -1.465 -0.684
C -4.471 -0.561 -0.585 -0.623
P -3.160 -1.839 -0.786 2.168
O -3.481 -2.640 -1.987 -1.105
O -1.836 -1.146 -0.620 -1.196
C -3.288 -2.872 0.739 -0.622
N -1.898 -3.366 0.990 -0.697
H -3.954 0.267 -2.439 0.441
H -3.109 0.885 -1.161 0.492
H -4.675 1.360 -1.416 0.427
H -5.442 -0.920 -0.919 0.232
H -4.499 -0.183 0.435 0.277
H -3.950 -3.725 0.612 0.234
H -3.577 -2.261 1.594 0.265
H -1.267 -2.579 1.230 0.479
H -1.440 -3.742 0.144 0.474
H -1.857 -4.068 1.725 0.420
```

***

Entry 5:
Computed, not measured: the molecule C14H21N3O4S, with the ωB97M-V functional and the def2-TZVPD basis.

Output
Multiplicity   1
SMILES   CCCCc1c(O)nc(SCC(=O)N2CCOCC2)[nH]c1=O
HOMO energy   -8.531 eV
F_max   0.9 eV/Å
Energy above the lowest of the compared OMol25 structures with the same formula, charge and spin   0.00 kJ/mol
E_tot   -38355.4649 eV

Structure (XYZ):
```
43
Properties=species:S:1:pos:R:3:nbo_charge:R:1
C -3.994 -2.691 0.783 -0.599
C -3.231 -1.655 -0.034 -0.397
C -4.033 -0.368 -0.204 -0.389
H -5.012 -0.605 -0.626 0.199
H -4.190 0.099 0.769 0.215
C -3.337 0.639 -1.129 -0.412
C -1.989 1.039 -0.608 -0.255
C -0.821 0.665 -1.218 0.551
N 0.398 1.001 -0.726 -0.591
C 0.476 1.710 0.343 0.328
N -0.604 2.149 1.010 -0.599
C -1.925 1.846 0.584 0.636
O -2.851 2.280 1.234 -0.617
H -0.518 2.723 1.840 0.428
S 2.081 2.058 0.945 0.266
C 3.080 1.299 -0.384 -0.610
H 3.113 2.013 -1.207 0.263
H 4.078 1.187 0.042 0.249
C 2.598 -0.026 -0.973 0.728
O 2.447 -0.122 -2.179 -0.670
N 2.497 -1.091 -0.155 -0.445
C 2.631 -1.134 1.284 -0.251
H 2.968 -0.182 1.687 0.222
H 3.365 -1.909 1.534 0.200
C 1.277 -1.521 1.898 -0.073
O 0.825 -2.751 1.390 -0.521
C 0.689 -2.709 -0.014 -0.080
H 0.352 -3.701 -0.317 0.201
C 2.019 -2.356 -0.684 -0.256
H 1.901 -2.260 -1.763 0.248
H 2.760 -3.131 -0.462 0.199
H -0.072 -1.967 -0.296 0.172
H 1.368 -1.648 2.978 0.200
H 0.540 -0.730 1.687 0.163
O -0.775 -0.068 -2.334 -0.662
H 0.160 -0.150 -2.595 0.519
H -3.214 0.210 -2.124 0.220
H -3.962 1.532 -1.197 0.226
H -2.993 -2.067 -1.018 0.194
H -2.288 -1.430 0.470 0.190
H -3.395 -3.588 0.919 0.206
H -4.242 -2.291 1.764 0.202
H -4.919 -2.966 0.282 0.199
```

***

Entry 6:
Computed, not measured: a cluster of 2 separate species, C14H22BrFN4O9P2 in total, with the ωB97M-V functional and the def2-TZVPD basis.

Output
Multiplicity   1
HOMO energy   -0.214 eV
F_max   1.3 eV/Å
Total charge   -2
E_tot   -130596.9935 eV

Structure (XYZ):
```
53
Properties=species:S:1:pos:R:3:nbo_charge:R:1
C 4.226 3.925 -1.066 -0.618
C 3.661 2.505 -1.219 -0.218
N 3.796 1.762 0.044 -0.631
C 2.891 0.676 0.164 0.425
C 1.708 0.729 0.889 -0.718
P 1.179 2.115 1.776 2.226
N -0.334 2.524 1.601 -1.409
O 2.073 3.397 1.418 -0.988
O 1.564 1.902 3.358 -0.999
C 0.945 -0.616 0.920 -0.226
C -0.337 -0.823 1.694 -0.399
C -1.629 -0.931 0.862 -0.381
C -2.365 0.370 0.584 -0.430
C -3.786 0.044 0.125 -0.068
O -4.336 1.066 -0.735 -0.526
C -4.353 2.303 -0.215 0.810
C -4.066 3.351 -1.245 -0.719
O -4.573 2.536 0.941 -0.604
C 1.520 -1.671 0.255 0.224
C 0.881 -3.044 0.350 -0.552
C 1.149 -3.941 -0.831 0.601
O 0.375 -4.170 -1.668 -0.463
Br 2.863 -4.926 -0.845 -0.140
N 2.650 -1.706 -0.492 -0.539
N 3.229 -0.449 -0.456 0.133
F 4.408 -0.429 -1.182 -0.243
H 4.967 4.143 -1.831 0.188
H 4.712 3.999 -0.097 0.220
H 3.443 4.676 -1.095 0.203
H 4.218 1.998 -2.008 0.173
H 2.606 2.520 -1.463 0.208
H 4.734 1.393 0.123 0.366
H -0.807 2.546 2.498 0.355
H 1.406 4.035 1.128 0.504
H 0.902 1.309 3.731 0.486
H -0.264 -1.722 2.309 0.191
H -0.464 0.001 2.398 0.185
H -2.326 -1.583 1.402 0.181
H -1.438 -1.428 -0.086 0.210
H -1.893 0.909 -0.233 0.215
H -2.411 0.998 1.461 0.218
H -4.442 -0.156 0.970 0.177
H -3.759 -0.854 -0.486 0.197
H -4.379 2.991 -2.220 0.225
H -4.585 4.263 -0.980 0.218
H -2.989 3.493 -1.258 0.252
H -0.197 -2.983 0.371 0.247
H 1.225 -3.560 1.246 0.233
O -3.238 -7.889 -2.402 -0.868
P -2.317 -6.691 -2.181 2.403
O -2.798 -5.762 -1.073 -0.858
O -2.287 -5.900 -3.483 -0.844
O -0.958 -7.245 -1.770 -0.833
```

***

Entry 7:
Computed, not measured: a structure of composition C14H22CaF6N7O6S3, with the ωB97M-V functional and the def2-TZVPD basis.

Output
Multiplicity   1
HOMO energy   -11.397 eV
F_max   0.4 eV/Å
Energy above the lowest of the compared OMol25 structures with the same formula, charge and spin   0.00 kJ/mol
Total charge   +1
E_tot   -104837.9963 eV

Structure (XYZ):
```
59
Properties=species:S:1:pos:R:3:mulliken_charge:R:1
Ca -0.407 -0.603 0.293 1.573
C -2.531 -3.348 0.123 -0.902
O -2.079 -2.342 1.041 -0.339
C -1.626 -2.924 2.265 -0.620
C -1.442 -1.814 3.263 -0.709
O -0.607 -0.819 2.666 0.108
C 0.138 -0.072 3.629 -1.058
H -3.407 -3.849 0.537 0.350
H -1.739 -4.075 -0.065 0.346
H -2.797 -2.844 -0.801 0.221
H -0.681 -3.451 2.092 0.252
H -2.362 -3.641 2.639 0.504
H -0.965 -2.211 4.162 0.458
H -2.399 -1.363 3.539 0.319
H -0.538 0.423 4.329 0.348
H 0.715 0.678 3.095 0.253
H 0.816 -0.735 4.169 0.361
F 4.940 -0.617 -0.567 -0.184
C 4.250 -0.968 0.506 0.369
F 4.801 -2.018 1.082 -0.174
F 4.212 0.050 1.364 -0.188
S 2.511 -1.338 0.037 1.468
O 1.984 -0.092 -0.523 -0.621
O 1.797 -1.720 1.238 -0.656
N 2.705 -2.483 -0.994 -0.560
S 1.426 -3.334 -1.393 1.007
O 0.196 -2.552 -1.220 -0.513
O 1.439 -4.673 -0.912 -0.683
C 1.661 -3.425 -3.211 0.648
F 1.590 -2.184 -3.729 -0.242
F 2.834 -3.951 -3.503 -0.188
F 0.686 -4.157 -3.736 -0.192
C -0.008 1.767 -4.936 -1.215
C -1.199 1.502 -4.098 0.884
N -2.416 1.844 -4.363 -0.797
N -3.145 1.368 -3.308 0.222
C -2.415 0.751 -2.375 0.381
S -2.926 0.012 -0.956 -0.486
N -1.149 0.855 -2.875 0.030
N -0.050 0.339 -2.199 -0.021
H -0.327 2.266 -5.847 0.364
H 0.500 0.839 -5.199 0.270
H 0.702 2.412 -4.416 0.298
H -4.144 1.484 -3.285 0.175
H 0.682 1.039 -2.139 0.245
H 0.320 -0.473 -2.686 0.186
N -0.608 5.578 2.675 -0.453
C -0.577 4.343 2.123 0.961
C 0.578 3.849 1.500 -0.696
C 0.564 2.579 0.976 -0.880
N -0.498 1.760 1.014 0.269
C -1.602 2.240 1.608 -0.767
C -1.691 3.491 2.166 -0.835
H 0.166 6.207 2.570 0.199
H -1.461 5.955 3.046 0.198
H 1.476 4.449 1.434 0.371
H 1.459 2.181 0.508 0.489
H -2.460 1.578 1.627 0.502
H -2.615 3.812 2.629 0.352
```

***

Entry 8:
Computed, not measured: a cluster of 8 separate species, C14H22Cl4N6 in total, with the ωB97M-V functional and the def2-TZVPD basis.

Output
Multiplicity   1
SMILES   ClCCl.ClCCl.CC#N.CC#N.CC#N.CC#N.CC#N.CC#N
HOMO energy   -10.530 eV
F_max   2.9 eV/Å
Energy above the lowest of the compared OMol25 structures with the same formula, charge and spin   0.00 kJ/mol
E_tot   -73903.3528 eV

Structure (XYZ):
```
46
Properties=species:S:1:pos:R:3:nbo_charge:R:1
C -6.051 -14.573 -12.367 -0.402
Cl -6.174 -16.338 -12.313 -0.046
Cl -7.649 -13.881 -12.407 -0.032
H -5.667 -14.197 -11.377 0.235
H -5.496 -14.324 -13.213 0.242
C 0.636 -9.723 -8.948 -0.419
Cl -0.257 -9.414 -10.469 -0.049
Cl -0.547 -9.536 -7.672 -0.017
H 0.951 -10.780 -9.001 0.250
H 1.605 -9.158 -8.812 0.236
C -2.496 -11.506 -12.679 -0.733
C -3.082 -12.516 -13.518 0.313
N -3.568 -13.297 -14.194 -0.365
H -2.602 -11.831 -11.628 0.270
H -3.025 -10.593 -12.856 0.255
H -1.429 -11.418 -12.823 0.259
C 3.074 -15.082 -10.727 -0.737
C 2.488 -13.834 -10.246 0.341
N 1.968 -12.904 -9.868 -0.404
H 3.568 -15.564 -9.837 0.256
H 3.933 -14.918 -11.401 0.254
H 2.321 -15.705 -11.190 0.292
C -5.995 -15.314 -7.865 -0.738
C -5.533 -16.691 -7.735 0.322
N -5.194 -17.772 -7.583 -0.384
H -6.457 -15.138 -6.909 0.252
H -6.667 -15.123 -8.690 0.263
H -5.172 -14.597 -8.040 0.282
C -2.961 -17.840 -4.914 -0.717
C -2.636 -16.540 -5.530 0.337
N -2.288 -15.591 -6.084 -0.397
H -2.315 -18.597 -5.388 0.261
H -4.008 -17.978 -5.077 0.270
H -2.842 -17.832 -3.857 0.251
C -2.167 -16.951 -9.384 -0.745
C -0.917 -16.841 -10.147 0.324
N 0.075 -16.730 -10.696 -0.383
H -2.408 -17.949 -9.042 0.264
H -2.995 -16.587 -9.974 0.266
H -2.126 -16.357 -8.426 0.269
C -1.250 -13.266 -8.295 -0.728
C -2.530 -13.369 -9.016 0.341
N -3.565 -13.366 -9.535 -0.415
H -0.523 -12.878 -9.023 0.267
H -0.943 -14.226 -7.953 0.266
H -1.386 -12.551 -7.465 0.267
```